1.
Molecular formula: C29H25N10OsS2
Method: DFT, ωB97M-V/def2-TZVPD

The LUMO energy (alpha / beta) comes out at -9.08 / -10.95 eV. Its spin multiplicity is 5. The value obtained for the HOMO energy (alpha / beta) is -15.26 / -15.91 eV. For the energy above the lowest of the compared OMol25 structures with the same formula, charge and spin, the calculation gives 0.00 kcal/mol. Its charge is +3.

Geometry as XYZ:
```
67
Properties=species:S:1:pos:R:3:forces:R:3:lowdin_charge:R:1
Os -0.643438 0.427963 -0.540050 0.20 -0.14 -0.18 1.15
N 0.077623 4.689586 0.496126 0.00 -0.01 -0.04 0.19
C 1.161753 4.981584 1.314335 -0.05 -0.02 0.00 -0.18
C 1.594953 6.294280 1.458003 0.02 0.00 0.02 0.03
C 2.662127 6.560537 2.289984 0.00 -0.02 0.01 0.02
C 3.314426 5.528748 2.989424 -0.02 0.01 -0.02 0.01
C 2.902537 4.226318 2.848808 -0.01 0.00 -0.02 -0.05
C 1.820945 3.939844 2.002152 0.09 0.03 0.07 -0.40
S 1.341725 2.310805 1.795999 -0.01 0.01 -0.03 1.18
N 0.032908 2.374112 0.807387 -0.09 -0.10 0.03 -0.34
C -0.449751 3.468198 0.288845 -0.01 0.07 0.02 -0.30
C -1.635974 3.345470 -0.597324 0.01 0.02 0.02 -0.19
C -2.451275 4.423313 -0.892873 0.01 -0.04 -0.02 0.03
C -3.531408 4.245428 -1.749542 0.02 -0.02 0.01 0.02
C -3.755485 2.988036 -2.275170 -0.01 0.02 -0.01 0.02
C -2.917021 1.947018 -1.907577 0.01 -0.03 -0.01 -0.08
N -1.878750 2.106729 -1.080310 0.03 0.02 0.02 -0.08
H -0.318455 5.466406 -0.015851 0.01 0.02 -0.02 0.16
H 1.096676 7.095935 0.927181 -0.01 0.00 0.00 0.14
H 3.002036 7.580486 2.409807 0.00 0.00 0.00 0.14
H 4.146251 5.765856 3.638105 0.00 -0.01 0.00 0.14
H 3.403401 3.425661 3.378404 0.00 0.00 0.01 0.13
H -2.285001 5.395273 -0.448607 -0.01 0.01 0.00 0.13
H -4.180624 5.075633 -1.991770 0.00 0.00 -0.01 0.14
H -4.572911 2.797292 -2.956150 -0.01 0.00 0.00 0.14
H -3.075084 0.947430 -2.290605 -0.01 0.00 0.00 0.12
S 1.138527 0.939106 -1.904737 -0.05 0.09 0.04 0.65
C 2.063130 -0.496394 -1.536363 0.08 0.02 -0.07 -0.75
N 3.281512 -0.560676 -2.070014 -0.08 -0.03 0.05 0.09
N 3.983619 -1.639802 -2.117345 0.04 0.02 -0.02 0.10
C 3.649101 -3.002491 -2.170035 0.02 -0.02 0.00 -0.21
C 4.684280 -3.892616 -1.871011 -0.04 -0.01 0.00 0.01
C 4.461765 -5.251514 -1.987406 -0.01 0.00 0.00 -0.03
C 3.230507 -5.712271 -2.436267 0.01 -0.01 0.00 -0.02
C 2.216468 -4.813931 -2.771159 -0.02 0.03 0.01 -0.05
C 2.410936 -3.455905 -2.634311 0.03 -0.01 0.02 -0.03
N 1.641816 -1.402181 -0.634174 -0.01 0.02 -0.02 0.05
N 0.524457 -1.111310 -0.053136 -0.09 -0.02 0.02 -0.19
C 0.150944 -2.065771 0.947053 0.03 0.04 -0.02 -0.28
C 0.460510 -3.412898 0.786873 0.00 -0.02 0.04 0.00
C 0.060925 -4.310467 1.762428 0.00 0.01 -0.01 -0.03
C -0.622791 -3.866808 2.888368 0.00 -0.01 0.00 -0.03
C -0.914075 -2.517489 3.046323 0.00 0.02 -0.01 -0.05
C -0.533040 -1.612056 2.070300 0.00 -0.05 0.03 -0.06
H 4.964721 -1.437891 -2.289697 0.03 0.01 -0.01 0.18
H 5.647025 -3.519317 -1.542802 0.00 0.00 0.00 0.13
H 5.251469 -5.949035 -1.746697 0.00 0.00 0.00 0.13
H 3.064131 -6.774551 -2.551950 0.00 0.00 0.00 0.13
H 1.279790 -5.184102 -3.164912 0.00 0.00 0.00 0.12
H 1.642104 -2.758651 -2.934588 -0.02 0.02 -0.01 0.11
H 0.997320 -3.745827 -0.091637 -0.01 0.01 0.01 0.10
H 0.284725 -5.362009 1.646334 0.00 0.00 0.00 0.12
H -0.922105 -4.574196 3.649601 0.00 0.00 0.00 0.12
H -1.424686 -2.173346 3.935443 0.00 0.00 0.00 0.12
H -0.733359 -0.552563 2.198981 0.02 -0.01 0.00 0.09
N -5.424209 -0.967685 1.725179 0.00 -0.01 -0.01 0.18
C -4.466885 -1.247676 0.830046 -0.01 0.02 0.01 -0.34
C -3.345965 -0.408976 0.640545 -0.03 -0.03 -0.04 -0.07
N -2.399773 -0.739773 -0.234754 -0.09 0.07 0.11 -0.15
C -2.535163 -1.867525 -0.950928 0.00 0.03 0.01 -0.12
C -3.661123 -2.656880 -0.766397 0.03 -0.03 -0.02 -0.07
N -4.606495 -2.363896 0.104628 0.02 0.04 0.02 0.17
H -5.400085 -0.154438 2.312049 0.00 0.01 0.01 0.12
H -6.201578 -1.602860 1.809980 -0.01 0.00 0.00 0.13
H -3.218857 0.507456 1.202381 -0.01 0.00 0.01 0.12
H -1.751797 -2.125861 -1.648301 0.00 -0.01 0.00 0.11
H -3.789962 -3.562853 -1.346596 0.00 0.00 0.00 0.13
```
Positions in Å, forces in eV/Å.


2.
Molecular formula: C29H26AsN4O3S2Sr
Method: DFT, ωB97M-V/def2-TZVPD

The LUMO energy comes out at 1.39 eV. Its spin multiplicity is 1. The value obtained for the HOMO energy is -4.69 eV. For the energy above the lowest of the compared OMol25 structures with the same formula, charge and spin, the calculation gives 396.75 kcal/mol. Its charge is -1.

Geometry as XYZ:
```
66
Properties=species:S:1:pos:R:3:forces:R:3:lowdin_charge:R:1
Sr 0.124123 -0.564133 0.128962 5.55 14.48 -6.82 1.27
O -5.109977 0.650267 -1.727138 -0.22 0.02 0.09 0.04
C -4.370677 1.155667 -2.726338 0.27 0.09 -0.08 -0.28
C -5.024077 1.564867 -3.891238 0.00 -0.10 0.14 -0.03
C -4.302377 2.079767 -4.948438 0.08 -0.04 0.14 -0.10
C -2.920877 2.231767 -4.850738 0.14 0.16 -0.20 -0.11
C -2.260977 1.844067 -3.698838 -0.22 -0.32 0.41 -0.02
C -2.971777 1.270567 -2.638438 -0.09 -0.01 -0.01 -0.07
C -2.190577 0.734467 -1.485438 2.55 0.70 -0.44 -0.48
O -0.896277 0.855867 -1.488538 -2.81 0.00 -1.14 -0.22
N -2.835977 0.121467 -0.525738 -0.97 -0.75 0.39 0.05
N -1.970677 -0.283133 0.486362 -3.49 -0.92 -0.07 -0.08
C -1.753777 -1.541733 0.621662 -7.12 0.16 1.62 -0.38
C -0.810977 -2.050333 1.538762 -1.56 -2.20 2.46 -0.49
C -1.332377 -3.173933 2.253662 -0.29 -1.27 0.95 -0.12
C -0.497277 -4.002033 2.922062 -1.19 0.09 0.12 -0.13
C 0.853123 -3.591633 3.078862 0.77 0.72 0.85 -0.10
C 1.181923 -2.287933 2.869962 0.47 -1.14 0.67 -0.11
C 0.319323 -1.409533 2.137862 0.24 1.20 5.02 -0.64
O 0.485923 -0.154933 2.102262 0.87 -1.23 4.31 -0.22
H -4.487777 0.416967 -0.994738 0.06 -0.19 0.02 0.06
H -6.097477 1.445667 -3.944538 -0.05 0.01 0.01 0.11
H -4.827477 2.357867 -5.853638 0.06 0.07 -0.04 0.09
H -2.371577 2.643167 -5.686238 0.07 0.05 0.00 0.09
H -1.187677 1.920767 -3.536638 -0.15 0.04 -0.29 0.12
H -2.333277 -2.352033 0.089162 0.02 1.02 0.49 0.16
H -2.391277 -3.391833 2.074262 0.44 -0.12 0.32 0.13
H -0.846177 -4.938633 3.343162 0.01 0.09 0.03 0.11
H 1.588023 -4.298733 3.457862 -0.09 0.24 0.13 0.11
H 2.160523 -1.883933 3.081062 -0.01 -0.05 0.13 0.12
N 7.628823 4.968367 3.300862 0.25 0.16 0.23 0.12
C 6.790123 4.474867 2.689162 0.37 0.29 0.31 -0.23
C 5.783723 3.865567 1.914562 -0.59 -0.44 -0.53 -0.27
C 6.126223 3.299667 0.683262 -0.20 0.10 0.07 -0.04
C 5.149423 2.701167 -0.089538 0.10 -0.01 0.03 -0.04
C 3.840023 2.603667 0.381862 -0.71 -0.28 0.23 -0.27
C 3.497723 3.151667 1.635562 0.39 0.08 -0.17 -0.02
C 4.458523 3.798467 2.377962 -0.02 -0.02 0.08 -0.03
C 2.763823 1.904467 -0.232038 0.89 0.43 -0.15 -0.18
C 1.676023 1.354067 -0.351938 0.66 -0.38 -0.84 -0.10
H 7.157023 3.333267 0.352162 -0.04 0.04 -0.03 0.11
H 5.395523 2.272667 -1.047638 0.03 -0.09 -0.11 0.11
H 2.460823 2.975867 1.922362 0.33 0.35 0.28 0.12
H 4.220823 4.244767 3.331862 -0.04 0.01 0.13 0.11
S -2.773177 3.211467 0.810962 0.24 0.50 -0.23 0.98
C -2.485777 2.445767 2.311562 0.53 -0.08 0.00 -0.41
C -1.215977 1.948967 2.321462 -0.27 0.20 -0.18 -0.26
N -0.495577 2.135067 1.174662 -0.43 1.40 0.23 -0.04
C -1.148577 2.872367 0.322062 0.23 -0.50 0.40 -0.46
H -3.231477 2.438267 3.082662 -0.11 -0.11 0.12 0.05
H -0.697577 1.416567 3.099662 -0.35 -0.05 0.29 0.10
H -0.696177 3.186467 -0.619338 -0.40 -0.18 0.21 0.09
C 1.230923 -4.123633 -1.302638 2.03 -1.78 -2.21 -0.36
As 0.200223 -3.142633 -0.054638 1.34 -2.03 -2.29 0.68
C -0.378677 -2.017633 -1.418038 -1.58 -2.83 -5.77 -0.39
C -0.673777 -4.694333 0.166762 -2.30 -3.56 0.57 -0.23
S 1.878723 -2.099733 0.313462 8.12 -2.07 1.61 0.50
H 0.587423 -4.643433 -2.026438 0.22 0.00 -0.02 0.03
H 1.700323 -4.893733 -0.653938 0.15 0.30 -0.73 0.05
H 2.025223 -3.586733 -1.876538 -0.71 -0.37 0.71 0.05
H -0.691377 -2.697833 -2.250838 0.07 0.45 0.54 0.11
H 0.584523 -1.554933 -1.724238 -0.95 -0.37 -0.61 0.06
H -1.205677 -1.373633 -1.236538 -0.41 0.09 -1.42 -0.01
H -0.860977 -5.046033 -0.853438 0.15 -0.06 0.30 0.06
H -1.613977 -4.768633 0.709862 0.38 0.14 -0.04 0.06
H 0.091223 -5.329233 0.645762 -0.69 -0.11 -0.20 0.08
```
Positions in Å, forces in eV/Å.


3.
Molecular formula: C29H26BIN8O2PbS3
Method: DFT, ωB97M-V/def2-TZVPD

The LUMO energy comes out at 4.09 eV. Its spin multiplicity is 1. The value obtained for the HOMO energy is -1.38 eV. For the energy above the lowest of the compared OMol25 structures with the same formula, charge and spin, the calculation gives 2.18 kcal/mol. Its charge is -2.

Geometry as XYZ:
```
71
Properties=species:S:1:pos:R:3:forces:R:3:lowdin_charge:R:1
Pb -0.502907 0.166314 -0.013318 -0.10 -0.07 0.21 0.95
O 5.327268 1.942260 4.983398 0.13 -0.11 -0.23 -0.06
C 5.536808 1.383479 3.885313 0.10 -0.03 0.07 -0.69
O 6.597908 0.957598 3.377667 -0.21 0.12 0.20 -0.07
C 4.278896 1.200078 3.000075 0.06 0.04 -0.03 -0.09
C 3.052673 1.712259 3.379722 -0.20 0.02 -0.01 0.05
C 1.952709 1.559210 2.535930 -0.01 0.13 0.12 -0.19
N 2.053569 0.977774 1.345855 -0.16 -0.08 -0.15 0.12
C 3.232063 0.491043 0.962942 0.09 -0.08 -0.06 -0.21
C 4.358596 0.559717 1.775730 0.02 -0.04 -0.09 0.04
C 3.289298 -0.126470 -0.402713 0.07 0.01 -0.01 -0.24
C 4.501295 -0.495069 -0.992980 -0.01 0.02 0.07 -0.02
C 4.491657 -1.083776 -2.244581 -0.05 -0.02 -0.06 -0.08
C 3.282016 -1.289799 -2.891720 0.07 0.05 0.09 -0.06
C 2.127790 -0.871952 -2.246060 0.06 -0.03 -0.14 -0.20
N 2.133682 -0.302212 -1.045127 0.29 -0.07 -0.08 0.02
C 0.603461 2.104689 2.906284 -0.03 0.03 -0.09 -0.21
C 0.299581 2.452633 4.222711 0.00 -0.04 -0.02 -0.02
C -0.931845 3.018072 4.501108 0.02 0.01 0.03 -0.08
C -1.831735 3.230980 3.470639 -0.06 -0.02 0.04 -0.07
C -1.470580 2.820827 2.198718 0.16 -0.07 -0.03 -0.17
N -0.289532 2.268940 1.922492 0.10 0.07 0.14 0.05
H 3.005771 2.239685 4.320528 -0.03 0.00 0.06 0.11
H 5.317785 0.143298 1.502929 0.00 0.04 -0.03 0.10
H 5.439107 -0.321284 -0.485688 -0.03 0.00 0.03 0.10
H 5.423847 -1.379090 -2.711729 0.01 0.00 0.02 0.10
H 3.229017 -1.759612 -3.865768 -0.02 0.02 0.03 0.10
H 1.148370 -1.001151 -2.707000 0.40 0.13 0.00 -0.02
H 1.004962 2.261870 5.017422 0.04 0.01 0.00 0.11
H -1.188530 3.284544 5.519813 0.01 0.00 -0.01 0.10
H -2.807198 3.664807 3.648923 0.03 -0.01 -0.02 0.10
H -2.151287 2.927049 1.363123 -0.01 -0.07 0.00 0.08
C -3.007030 -3.301366 -0.617504 -0.01 0.03 0.05 -0.05
N -3.479717 -2.296099 -1.552759 -0.02 -0.05 -0.03 -0.14
C -4.793978 -1.941751 -1.767943 0.13 -0.08 0.11 -0.07
C -4.778756 -0.934771 -2.664775 0.23 0.17 -0.09 -0.08
N -3.464323 -0.662119 -3.000493 -0.01 -0.08 0.08 0.01
B -3.161851 0.397019 -4.134664 0.06 -0.04 -0.04 -0.47
N -1.683920 0.868246 -4.124860 -0.09 0.14 -0.08 -0.03
C -0.760458 0.528377 -5.091901 -0.12 -0.07 0.12 -0.10
C 0.422677 1.090646 -4.775873 0.10 0.11 0.14 -0.08
N 0.218843 1.788007 -3.594978 0.10 0.00 0.03 -0.12
C 1.217611 2.526200 -2.845232 -0.06 -0.02 -0.10 -0.06
C -1.081801 1.660853 -3.208924 0.21 -0.14 -0.01 -0.79
S -1.715734 2.377861 -1.804540 -0.28 0.08 -0.25 0.50
C -2.669874 -1.508021 -2.307274 -0.40 0.06 -0.03 -0.70
S -0.960419 -1.673660 -2.304879 -0.49 -0.19 -0.11 0.58
H -3.863257 -3.884178 -0.279376 0.01 0.03 -0.02 0.09
H -2.536998 -2.825842 0.243273 -0.01 0.03 -0.01 0.05
H -2.279822 -3.945134 -1.107538 0.00 -0.02 -0.04 0.07
H -5.607271 -2.407031 -1.236644 0.09 0.02 -0.02 0.11
H -5.589042 -0.364919 -3.089197 0.09 -0.03 0.04 0.11
H -3.353668 -0.144161 -5.213953 0.04 0.06 0.05 0.06
H -3.895869 1.344793 -3.959059 -0.03 -0.12 -0.01 0.06
H -1.024712 -0.122229 -5.907732 -0.01 0.06 0.06 0.11
H 1.385928 1.046785 -5.257107 -0.06 0.01 0.06 0.11
H 2.182072 2.396130 -3.333687 0.00 -0.03 -0.01 0.09
H 1.275841 2.155936 -1.822811 0.00 -0.03 0.01 0.05
H 0.958909 3.583910 -2.807974 -0.02 0.02 -0.01 0.08
S -2.918468 -0.167978 1.156022 -0.09 0.01 0.16 0.36
I 1.555556 -3.243535 1.064456 -0.03 -0.02 0.05 0.77
C -0.274425 -2.715256 2.050960 -0.02 -0.08 -0.03 -0.84
C -0.892202 -3.699924 2.776787 -0.11 -0.02 0.05 -0.24
C -2.182944 -3.326191 3.317685 0.12 0.07 -0.07 -0.16
C -2.670893 -2.081849 3.188513 0.07 0.00 -0.08 -0.18
C -1.893274 -1.003693 2.479893 -0.20 -0.06 -0.25 -0.76
N -0.659710 -1.487648 1.829579 -0.05 0.20 0.17 -0.24
H -0.465155 -4.680128 2.915684 0.00 0.04 -0.04 0.05
H -2.768225 -4.087114 3.826994 -0.02 0.02 0.00 0.08
H -3.654705 -1.806191 3.555842 0.07 -0.05 0.01 0.07
H -1.643466 -0.190716 3.171343 0.08 0.02 0.08 0.06
```
Positions in Å, forces in eV/Å.